No. 1
Below is a gas-phase ion, C2H8ClN8 (charge +1) in a non-equilibrium geometry, with properties calculated with ωB97M-V/def2-TZVPD.

Each line ends with the natural charge from an NBO analysis.
Geometry (Å):
H1 -0.70747 1.59849 1.28357  0.371
N1 -1.58557 1.90616 0.77995  -0.711
C1 -2.34664 1.13446 0.09972  0.556
N2 -3.56317 1.60888 -0.36830  -0.778
N3 -2.12115 -0.31131 0.02547  -0.311
Cl1 -3.42194 -1.39424 -0.05890  0.223
N4 -0.95130 -0.88719 0.40305  -0.128
N5 0.22183 -0.46520 0.00084  0.062
N6 1.21971 -1.17192 0.46843  -0.379
C2 2.42574 -0.79248 -0.03778  0.645
N7 2.66456 0.40806 -0.55200  -0.753
N8 3.49216 -1.57017 0.19513  -0.715
H2 -3.38043 2.55535 -0.57373  0.412
H3 -3.93584 1.11114 -1.14862  0.390
H4 -1.10039 -1.78944 0.92062  0.419
H5 1.81538 0.98453 -0.73205  0.445
H6 3.57387 0.67579 -0.85659  0.423
H7 3.39876 -2.53085 0.19484  0.431
H8 4.30191 -1.07003 -0.04365  0.400

Atoms 1-6, force components in eV/Å:
H -1.8 0.0 -1.1
N 0.7 -0.5 -0.5
C 1.2 0.0 2.9
N 1.3 -1.6 0.2
N -0.5 1.5 -1.2
Cl 0.2 0.0 0.0

For the energy relative to the best compared isomer or geometry (same formula, charge and spin), the calculation gives 3.0 kcal/mol. The highest occupied orbital energy (alpha / beta) comes out at -12.548 / -12.549 eV. Its gap between HOMO and LUMO (alpha / beta) is 7.70 / 7.70 eV. For the LUMO energy (alpha / beta), the calculation gives -4.85 / -4.84 eV. The structure (SMILES) is [H]/N=C(/N)N(Cl)N/N=N/C(N)=[NH2+]. As for the total charge: +1.

=====

No. 2
Below is a molecular structure, C2H8CsN2O2 in a non-equilibrium geometry, with properties calculated with ωB97M-V/def2-TZVPD.

Each line ends with the natural charge from an NBO analysis.
Geometry (Å):
Cs1 0.48312 2.16981 1.44968  1.000
C1 -5.74049 3.96888 1.91091  -0.239
O1 -6.44843 3.13953 2.75642  -0.728
H1 -6.35695 4.09692 1.02114  0.167
H2 -5.58893 4.93466 2.39298  0.162
H3 -4.79960 3.65132 1.46148  0.157
H4 -7.39876 3.21428 2.64287  0.482
C2 4.14606 -2.81886 -1.48781  0.758
O2 3.46173 -1.98600 -0.83902  -0.714
N1 5.18579 -2.51560 -2.24275  -0.828
N2 3.97909 -4.10712 -1.48313  -0.818
H5 5.51441 -1.56074 -2.26159  0.405
H6 5.50254 -3.15739 -2.95540  0.397
H7 4.81173 -4.67640 -1.53538  0.397
H8 3.24868 -4.35334 -0.83045  0.403

Atoms 1-6, force components in eV/Å:
Cs 0.0 -0.1 0.0
C -1.1 1.5 -1.4
O 0.5 -1.7 1.2
H 0.0 0.6 -0.3
H 0.2 0.2 -0.2
H 0.2 -0.9 0.8

For the energy relative to the best compared isomer or geometry (same formula, charge and spin), the calculation gives 29.1 kcal/mol. The highest occupied orbital energy comes out at -11.975 eV. Its gap between HOMO and LUMO is 8.11 eV. For the LUMO energy, the calculation gives -3.86 eV. As for the total charge: +1.

=====

No. 3
Below is a molecular structure, C2H8CuNO in a non-equilibrium geometry, with properties calculated with ωB97M-V/def2-TZVPD.

Each line ends with the natural charge from an NBO analysis.
Geometry (Å):
C1 0.89838 -0.11047 -2.07003  -0.996
Cu1 0.02231 0.88872 -0.25453  0.477
N1 0.18534 -0.58605 0.99373  -1.472
H1 -0.49279 2.34333 0.65828  -0.148
H2 -0.27069 -0.34077 1.91244  0.379
H3 0.69270 -0.63856 -1.13335  0.205
H4 1.89168 0.33277 -2.15202  0.220
H5 0.17651 0.70258 -2.18286  0.209
H6 0.80186 -0.76614 -2.92622  0.231
H7 -0.25606 -1.38765 0.46519  0.337
H8 1.19147 -0.80977 1.13168  0.300
O1 -2.54571 2.48155 -0.27917  -0.616
C2 -1.50412 1.98725 -0.09746  -0.127

Atoms 1-6, force components in eV/Å:
C 0.7 0.4 -0.8
Cu -1.1 0.6 0.2
N 0.2 -0.8 0.8
H -0.8 1.9 0.8
H 0.5 -0.8 -1.0
H 0.7 -0.4 -0.7

For the energy relative to the best compared isomer or geometry (same formula, charge and spin), the calculation gives 45.1 kcal/mol. As for the expectation value of S²: 0.751. The highest occupied orbital energy (alpha / beta) comes out at 0.364 / -2.225 eV. Its gap between HOMO and LUMO (alpha / beta) is 3.65 / 6.10 eV. For the LUMO energy (alpha / beta), the calculation gives 4.01 / 3.87 eV. As for the spin multiplicity: 2. As for the total charge: -1.

=====

No. 4
Below is a single C2H8FP3 molecule in a non-equilibrium geometry, with properties calculated with ωB97M-V/def2-TZVPD.

Each line ends with the natural charge from an NBO analysis.
Geometry (Å):
F1 -1.55499 1.31122 0.33500  -0.367
C1 -1.15773 0.70649 -0.77913  0.042
C2 -0.36096 -0.62761 -0.37335  -0.798
P1 -1.49197 -1.88823 0.46838  0.310
P2 1.08937 -0.38346 0.86192  0.296
P3 2.27920 0.80613 -0.46022  -0.020
H1 -0.69283 1.55826 -1.31947  0.186
H2 -2.04757 0.53190 -1.38266  0.164
H3 0.12647 -0.99983 -1.36493  0.254
H4 -0.87592 -2.18707 1.66847  -0.016
H5 -2.25441 -0.98930 1.11461  -0.023
H6 0.56017 0.67822 1.50680  -0.017
H7 3.08864 1.56675 0.31276  0.002
H8 3.29253 -0.08346 -0.58819  -0.014

Atoms 1-6, force components in eV/Å:
F -1.2 1.0 2.7
C 0.9 -0.8 -1.2
C 0.9 1.0 -1.3
P 0.0 -0.9 -2.0
P -0.2 -1.4 -0.7
P -0.8 0.8 -1.8

For the energy relative to the best compared isomer or geometry (same formula, charge and spin), the calculation gives 5.7 kcal/mol. The highest occupied orbital energy comes out at -8.753 eV. Its gap between HOMO and LUMO is 9.83 eV. For the LUMO energy, the calculation gives 1.08 eV. The structure (SMILES) is FC[C@H](P)[PH]#[PH2].